# 1
Below is 2 unconnected molecules or ions with the total composition C11H26IN2O7PS, with properties calculated with ωB97M-V/def2-TZVPD.

For the relative energy (zero: lowest compared OMol25 entry of this formula, charge and spin), the calculation gives 0.00 kcal per mole. The HOMO energy comes out at -7.49 eV. The value obtained for the HOMO-LUMO gap is 6.674 eV.

The geometry in ORCA input format:
```
! wB97M-V def2-TZVPD RIJCOSX def2/J DEFGRID3
* xyz 0 1
I -3.03 -3.01 1.07
S -2.00 1.08 2.15
P 1.22 -2.21 -0.52
O 0.23 0.87 -1.01
O -0.40 -6.08 4.07
O -0.56 -1.93 -0.17
O 0.44 6.26 -1.00
O 1.60 0.50 -0.85
O 2.91 -2.45 -0.76
O 1.30 -2.96 1.06
N -0.81 3.93 -0.84
N -0.77 -1.40 2.12
C 0.07 -3.58 1.31
C -0.77 6.18 -1.73
C 1.60 6.64 -1.74
C -0.92 -2.43 0.99
C -1.07 4.72 -2.08
C -0.21 4.15 -3.19
C -0.22 -5.75 2.68
C -1.39 -6.30 1.87
C -0.04 -4.23 2.68
C -1.38 -0.37 2.13
C 1.58 -0.47 0.21
H 0.90 -3.47 -1.12
H 0.90 -4.03 3.20
H -2.25 -6.50 2.51
H -0.56 3.17 -3.50
H -0.24 4.80 -4.07
H -0.78 -6.97 4.10
H 0.82 -0.13 0.91
H -1.52 4.09 -0.11
H 2.25 7.19 -1.06
H 1.08 -1.59 -1.82
H 1.35 7.28 -2.58
H 3.25 -2.77 0.08
H -0.75 2.92 -1.00
H -1.68 -5.68 1.03
H -1.10 -7.27 1.43
H -0.82 -3.77 3.28
H -0.02 0.51 -1.87
H -0.76 6.80 -2.63
H 0.83 4.05 -2.88
H -0.10 -4.34 0.53
H 0.71 -6.23 2.37
H -1.56 6.56 -1.07
H 2.14 5.76 -2.09
H 0.08 4.25 -0.44
H -2.13 4.60 -2.33
H 2.55 -0.39 0.69
*
```

=====

# 2
Below is a molecular structure, C11H26LiNO5, with properties calculated with ωB97M-V/def2-TZVPD.

For the relative energy (zero: lowest compared OMol25 entry of this formula, charge and spin), the calculation gives 0.00 kcal per mole. The HOMO energy comes out at -8.65 eV. The value obtained for the HOMO-LUMO gap is 9.193 eV.

The geometry in ORCA input format:
```
! wB97M-V def2-TZVPD RIJCOSX def2/J DEFGRID3
* xyz 0 1
O -15.25 18.22 3.76
O -18.35 16.77 0.58
O -17.62 19.94 5.16
O -16.22 18.99 6.57
O -17.60 16.24 5.76
N -18.73 17.21 3.34
C -19.52 17.20 4.55
C -19.02 16.24 5.61
C -13.02 17.25 3.54
C -19.24 18.14 2.38
C -13.94 18.14 4.35
C -17.18 21.06 7.22
C -13.39 19.55 4.50
C -18.49 18.09 1.05
C -17.00 19.94 6.26
C -17.04 16.25 0.67
C -17.24 15.64 6.98
Li -16.94 18.03 4.94
H -15.26 18.77 2.97
H -13.49 16.36 3.11
H -16.98 15.36 0.04
H -14.00 20.06 5.26
H -12.52 17.78 2.72
H -17.25 20.71 8.24
H -20.56 16.88 4.33
H -12.21 16.87 4.17
H -12.37 19.57 4.90
H -16.32 21.73 7.11
H -19.32 15.21 5.39
H -18.06 21.66 6.96
H -13.48 20.11 3.57
H -18.59 16.30 2.91
H -17.52 18.59 1.10
H -20.29 17.88 2.15
H -17.82 14.72 7.14
H -19.24 19.15 2.80
H -14.15 17.75 5.34
H -19.08 18.63 0.30
H -16.30 16.96 0.28
H -16.18 15.40 6.95
H -19.51 16.52 6.55
H -16.76 16.00 1.70
H -19.57 18.22 4.94
H -17.42 16.31 7.82
*
```

=====

# 3
Below is a molecular structure, C11H26N4O7SV, with properties calculated with ωB97M-V/def2-TZVPD.

The HOMO energy (alpha / beta) comes out at -4.32 / -5.90 eV. The value obtained for the HOMO-LUMO gap (alpha / beta) is 3.229 / 4.811 eV.

The geometry in ORCA input format:
```
! wB97M-V def2-TZVPD RIJCOSX def2/J DEFGRID3
* xyz 0 4
V 0.17 0.30 -0.43
S 1.49 0.58 2.51
O 0.49 -0.19 1.59
O -0.25 0.37 -2.20
O -2.58 0.64 0.60
O 2.81 -0.41 -1.00
O -1.85 -1.73 0.42
O -1.69 -1.00 -3.88
O 2.24 2.23 -0.46
N 1.64 -0.93 -0.80
N 0.91 1.99 -0.17
N -1.40 1.22 0.29
N -0.74 -1.50 -0.21
C 2.73 -0.62 2.92
C -0.02 -2.55 -0.62
C 0.69 4.31 0.60
C -2.15 3.22 1.54
C -1.18 2.48 0.70
C 1.33 -2.22 -1.02
C -0.59 -3.91 -0.52
C -3.43 -1.04 -3.64
C 2.35 -3.14 -1.60
C 0.66 0.67 4.10
C 0.14 2.96 0.35
H -3.03 2.59 1.68
H 2.25 -1.56 3.22
H -3.74 -1.28 -2.56
H 0.42 0.83 -2.74
H -1.32 -0.87 -4.80
H -3.79 -0.06 -3.98
H 1.22 4.35 1.57
H 0.03 -4.66 -1.01
H -0.70 -4.16 0.54
H 1.38 4.64 -0.19
H 3.37 -0.77 2.03
H -3.78 -1.72 -4.34
H 2.60 1.32 -0.73
H -2.44 4.16 1.09
H 2.21 -3.24 -2.68
H 2.20 -4.12 -1.14
H -0.15 5.02 0.65
H 0.15 -0.28 4.31
H -2.38 -0.38 0.54
H -0.06 1.50 4.06
H -1.59 -3.94 -0.98
H 3.35 -2.77 -1.42
H 1.42 0.89 4.85
H -1.02 -0.44 -3.28
H 3.33 -0.20 3.74
H -1.70 3.43 2.52
*
```

=====

# 4
Below is a molecular structure, C11H26N6O7Rh, with properties calculated with ωB97M-V/def2-TZVPD.

The HOMO energy (alpha / beta) comes out at -9.09 / -11.44 eV. The value obtained for the HOMO-LUMO gap (alpha / beta) is 6.061 / 6.307 eV.

The geometry in ORCA input format:
```
! wB97M-V def2-TZVPD RIJCOSX def2/J DEFGRID3
* xyz 1 5
Rh 0.35 0.16 -0.35
O 0.22 0.58 -2.43
O -2.46 0.67 0.62
O -1.93 -1.73 0.04
O 2.92 -0.59 -1.27
O 0.71 -0.54 1.67
O -0.98 -0.68 -4.24
O 2.39 2.11 -0.43
N 0.42 -0.02 3.86
N 1.10 1.87 -0.07
N -0.72 -1.55 -0.36
N -1.24 1.16 0.32
N 1.74 -1.02 -1.04
N 2.13 0.96 2.72
C 0.92 4.20 0.59
C -1.02 2.45 0.64
C -0.66 -0.95 4.10
C 0.31 2.89 0.30
C 2.30 -3.25 -1.85
C -2.33 -0.60 -3.84
C -0.64 -3.93 -0.67
C -1.95 3.21 1.53
C -0.01 -2.60 -0.84
C 1.33 -2.29 -1.27
C 1.08 0.10 2.70
H -2.35 -0.34 0.44
H -2.49 4.02 1.03
H -0.32 1.42 -2.54
H -2.33 -0.46 -2.74
H -2.87 -1.56 -4.01
H 2.74 1.24 -0.82
H 3.29 -2.92 -1.53
H 2.07 -4.26 -1.51
H 2.26 -3.24 -2.95
H -0.73 -4.11 0.41
H -1.38 3.66 2.35
H 1.46 4.08 1.54
H -0.25 0.03 -3.53
H 2.51 1.25 3.60
H -0.98 -1.43 3.16
H 2.76 0.97 1.91
H -2.69 2.53 1.97
H -1.52 -0.42 4.53
H -2.84 0.21 -4.30
H -0.34 -1.73 4.80
H 1.63 4.48 -0.19
H 0.70 0.62 4.60
H -1.64 -4.07 -1.09
H 0.01 -4.70 -1.11
H -0.86 -0.87 -5.15
H 0.17 4.99 0.69
*
```

=====

# 5
Below is a molecular structure, C11H26O3Sb, with properties calculated with ωB97M-V/def2-TZVPD.

For the relative energy (zero: lowest compared OMol25 entry of this formula, charge and spin), the calculation gives 34.08 kcal per mole. The HOMO energy comes out at -3.63 eV. The value obtained for the HOMO-LUMO gap is 6.881 eV.

The geometry in ORCA input format:
```
! wB97M-V def2-TZVPD RIJCOSX def2/J DEFGRID3
* xyz -1 1
Sb -1.53 -2.23 -1.26
O -0.75 3.31 -0.32
O 1.15 -0.89 -0.28
O 1.18 3.27 -1.50
C -0.02 3.07 -1.45
C 3.30 0.13 0.27
C 2.53 -0.94 -0.50
C -0.48 2.38 0.74
C -1.11 0.23 1.82
C -1.86 -1.12 1.78
C 0.52 -2.19 -0.38
C -0.82 2.53 -2.60
C -2.62 -1.42 0.49
C -1.31 1.11 0.60
C 3.05 0.12 1.77
H -0.32 2.80 -3.52
H -2.34 1.43 0.48
H -0.71 2.87 1.68
H -3.12 -2.39 -2.05
H 0.58 2.14 0.76
H 0.62 -2.72 0.58
H 2.20 0.73 2.03
H -1.84 2.90 -2.57
H 2.90 -0.88 2.15
H 3.12 1.12 -0.15
H 4.36 -0.08 0.09
H -0.05 0.03 1.91
H -1.31 -0.60 -1.97
H 1.11 -2.77 -1.10
H -0.85 1.44 -2.52
H -0.81 -2.94 -2.72
H -0.99 0.60 -0.30
H -1.69 -3.89 -0.59
H -3.18 -0.55 0.14
H -3.37 -2.17 0.72
H 2.96 -1.91 -0.25
H 3.91 0.54 2.29
H 2.72 -0.78 -1.57
H -1.42 0.79 2.71
H -1.16 -1.93 2.00
H -2.57 -1.14 2.61
*
```

=====

# 6
Below is a molecular structure, C11H27BiClIN2OP2S, with properties calculated with ωB97M-V/def2-TZVPD.

The HOMO energy (alpha / beta) comes out at -13.69 / -13.69 eV. The value obtained for the HOMO-LUMO gap (alpha / beta) is 5.814 / 5.815 eV.

The geometry in ORCA input format:
```
! wB97M-V def2-TZVPD RIJCOSX def2/J DEFGRID3
* xyz 2 1
Bi 1.14 0.42 -1.25
I 2.81 0.83 -3.42
Cl 1.83 2.70 -0.31
S -0.21 1.35 1.46
P -1.47 1.35 -1.86
P 2.46 -0.90 0.89
O 0.84 -2.00 -2.80
N -2.73 0.72 2.30
N -1.15 -0.24 3.46
C -1.38 0.56 2.39
C -2.98 0.57 -1.20
C 1.61 -2.08 1.99
C 1.63 -1.61 -3.61
C 3.90 -1.84 0.29
C -3.43 0.22 3.47
C 2.21 -2.11 -4.85
C -2.34 -0.46 4.27
C 3.16 0.35 2.03
C -1.75 1.38 -3.65
C -1.61 3.09 -1.33
H 4.62 -1.98 1.11
H 2.23 -2.29 2.88
H 1.82 -3.11 -5.11
H 2.36 0.76 2.67
H 1.45 -3.01 1.43
H 1.98 -1.41 -5.66
H -2.52 -1.53 4.40
H -3.13 -0.38 -1.74
H -2.89 0.35 -0.13
H -2.54 2.10 -3.90
H -4.22 -0.47 3.17
H -2.07 0.38 -3.98
H -0.68 3.63 -1.58
H -1.75 3.15 -0.24
H 3.58 1.17 1.44
H 3.56 -2.82 -0.08
H -3.85 1.22 -1.36
H -3.13 1.39 1.66
H 4.39 -1.30 -0.53
H 0.64 -1.68 2.32
H 3.94 -0.14 2.64
H -0.21 -0.42 3.80
H -3.89 1.05 4.03
H -2.22 0.00 5.26
H 3.30 -2.16 -4.73
H -2.47 3.55 -1.85
H -0.83 1.65 -4.18
*
```

=====

# 7
Below is a molecular structure, C11H27BiClIO2P2, with properties calculated with ωB97M-V/def2-TZVPD.

For the relative energy (zero: lowest compared OMol25 entry of this formula, charge and spin), the calculation gives 96.89 kcal per mole. The HOMO energy comes out at -13.86 eV. The value obtained for the HOMO-LUMO gap is 6.257 eV.

The geometry in ORCA input format:
```
! wB97M-V def2-TZVPD RIJCOSX def2/J DEFGRID3
* xyz 2 1
Bi 0.00 0.00 0.37
I 0.00 -0.21 -4.53
Cl -0.02 -1.84 -1.14
P -2.32 -0.09 0.28
P 2.31 -0.13 0.28
O 0.00 0.00 2.37
O 0.02 2.55 -5.74
C -3.00 0.11 -1.41
C 3.27 1.07 1.27
C 0.01 1.41 -6.07
C 2.98 -1.75 0.81
C -1.09 0.70 4.39
C 0.00 0.00 3.64
C -3.26 1.12 1.27
C 0.01 0.84 -7.46
C 1.10 -0.71 4.36
C -3.00 -1.70 0.82
C 2.99 0.07 -1.41
H 3.01 0.97 2.32
H 0.98 -0.64 5.47
H 3.02 2.09 0.95
H 4.35 0.91 1.15
H 2.76 1.07 -1.78
H -2.99 2.14 0.95
H -2.76 -1.87 1.87
H -2.53 -2.49 0.22
H -3.00 1.01 2.33
H 2.73 -1.91 1.86
H 4.06 -1.80 0.67
H 2.49 -2.53 0.22
H 2.08 -0.26 4.09
H -2.75 1.11 -1.78
H -1.12 1.77 4.10
H -4.09 -1.74 0.68
H 0.88 0.21 -7.59
H -0.93 0.63 5.49
H -0.88 0.21 -7.58
H 4.08 -0.09 -1.42
H -4.08 -0.03 -1.42
H 2.50 -0.66 -2.06
H -2.06 0.21 4.17
H 0.01 1.66 -8.19
H -4.34 0.98 1.15
H -2.52 -0.63 -2.06
H 1.10 -1.78 4.08
*
```

=====

# 8
Below is 5 unconnected molecules or ions with the total composition C11H27ClN3O4S, with properties calculated with ωB97M-V/def2-TZVPD.

For the relative energy (zero: lowest compared OMol25 entry of this formula, charge and spin), the calculation gives 0.00 kcal per mole. The HOMO energy comes out at -6.50 eV. The value obtained for the HOMO-LUMO gap is 9.222 eV.

The geometry in ORCA input format:
```
! wB97M-V def2-TZVPD RIJCOSX def2/J DEFGRID3
* xyz -1 1
Cl -0.19 0.10 0.68
S -0.02 -2.65 -3.66
O -3.41 2.87 -2.75
O 2.53 -4.24 2.50
O -0.56 -3.98 -4.06
O 2.26 4.54 2.70
N 1.51 2.40 2.51
N 0.94 -2.98 1.49
N -2.55 1.22 -1.46
C 1.86 3.61 2.01
C -1.34 -1.43 -3.88
C -0.02 -2.58 -1.86
C -0.05 -4.04 1.48
C 3.03 -1.93 2.12
C -2.55 2.47 -1.96
C 1.73 3.76 0.51
C 2.15 -3.17 2.04
C -1.41 3.36 -1.55
C -3.67 0.33 -1.60
C 1.45 2.14 3.93
H -1.77 0.91 -0.89
H -1.52 -1.32 -4.95
H 1.05 4.56 0.25
H -1.09 3.16 -0.53
H 3.94 -2.11 1.55
H 1.10 1.78 1.83
H -1.01 -0.47 -3.47
H 0.23 -4.83 0.78
H 0.59 -2.04 1.38
H 1.91 2.95 4.47
H -2.26 -1.78 -3.43
H 3.26 -1.72 3.16
H 1.90 1.18 4.15
H 0.39 2.13 4.23
H -0.96 -3.64 1.04
H 2.56 -1.05 1.68
H 2.76 3.99 0.21
H -4.36 0.41 -0.76
H -4.22 0.45 -2.53
H -0.24 -4.41 2.48
H -1.61 4.42 -1.70
H 1.45 2.83 0.01
H -0.54 3.13 -2.18
H 0.45 -3.49 -1.49
H -0.99 -2.45 -1.38
H 0.58 -1.73 -1.52
H -3.29 -0.69 -1.54
*
```

=====

Results for energy: -57360.325, -23762.924, -68635.575, -38096.101, -24504.469, -72734.985, -60962.908, -47867.557 (in eV, following the order of the records).